C18H28NO3 | ωB97M-V/def2-TZVPD

Last column: Löwdin charge in e.
Element x y z (Å)
1 O 3.996 4.380 1.240  -0.13
2 O -0.392 1.525 0.286  0.04
3 O 1.093 0.133 1.241  0.09
4 N 2.539 2.244 1.279  -0.12
5 C -2.354 -5.430 -1.438  -0.06
6 C -0.688 -0.776 -0.026  -0.13
7 C -2.955 -4.049 -1.712  -0.56
8 C 0.079 0.308 0.558  -0.37
9 C -0.886 3.802 0.690  0.00
10 C 3.972 3.832 2.534  -0.15
11 C -4.368 -4.008 -1.108  -0.03
12 C 2.864 2.757 2.631  -0.06
13 C 0.093 2.675 0.996  -0.30
14 C 3.785 2.073 0.507  -0.08
15 C 1.518 3.059 0.571  -0.05
16 C -0.252 -2.093 0.149  0.02
17 C -3.033 -3.850 -3.234  -0.04
18 C -0.968 -3.142 -0.386  0.01
19 C -2.562 -1.600 -1.282  -0.01
20 C -2.139 -2.923 -1.113  -0.15
21 C 4.453 3.447 0.288  -0.16
22 C -1.861 -0.542 -0.753  0.01
23 H 4.437 1.410 1.080  0.14
24 H -4.320 -4.115 -0.026  0.09
25 H -0.648 4.681 1.282  0.09
26 H -0.604 -4.143 -0.230  0.11
27 H -0.845 4.057 -0.365  0.10
28 H 0.070 2.439 2.070  0.16
29 H 3.564 1.591 -0.446  0.14
30 H 1.613 2.883 -0.503  0.16
31 H 4.198 3.873 -0.684  0.14
32 H -3.603 -4.660 -3.680  0.09
33 H -4.878 -3.078 -1.339  0.08
34 H 3.195 1.923 3.252  0.15
35 H -2.036 -3.852 -3.667  0.09
36 H -1.897 3.484 0.928  0.10
37 H 2.042 1.272 1.378  0.11
38 H 1.697 4.117 0.764  0.15
39 H 3.771 4.658 3.216  0.14
40 H 4.951 3.404 2.785  0.14
41 H -3.518 -2.913 -3.493  0.08
42 H -2.306 -5.634 -0.371  0.09
43 H -3.464 -1.393 -1.837  0.12
44 H -1.359 -5.519 -1.868  0.09
45 H 1.960 3.177 3.071  0.13
46 H -4.960 -4.827 -1.507  0.09
47 H -2.982 -6.191 -1.894  0.09
48 H -2.209 0.469 -0.893  0.12
49 H 0.651 -2.275 0.711  0.12
50 H 5.544 3.340 0.346  0.14

## Properties
Charge   +1
ΔE to the lowest compared entry with this formula, charge and spin   0.00 kcal/mol
SMILES   C[C@H](C[NH+]1CCOCC1)OC(=O)c1ccc(C(C)(C)C)cc1

---

C34H34AgN4O3P2 | ωB97M-V/def2-TZVPD

Last column: Löwdin charge in e.
Element x y z (Å)
1 Ag -16.433 -3.619 -11.300  0.53
2 P -16.046 -2.378 -9.180  0.61
3 P -18.888 -4.126 -11.076  0.98
4 O -15.219 -6.316 -14.409  -0.04
5 O -19.124 -4.496 -12.691  -0.28
6 O -18.986 -2.891 -14.366  0.05
7 N -12.978 -6.137 -12.770  -0.03
8 N -17.453 -2.149 -8.482  -0.30
9 N -16.252 -4.766 -13.075  -0.13
10 N -10.540 -3.693 -13.645  0.04
11 C -12.907 -4.389 -7.572  -0.09
12 C -15.025 -3.334 -8.041  -0.38
13 C -22.324 -1.428 -9.884  -0.12
14 C -20.165 -2.896 -10.680  -0.36
15 C -21.925 -1.352 -11.190  -0.10
16 C -20.703 -6.129 -11.231  -0.07
17 C -9.299 -1.690 -13.252  -0.04
18 C -17.131 -4.466 -14.194  -0.20
19 C -20.792 -8.029 -9.687  -0.07
20 C -21.247 -7.339 -10.839  -0.08
21 C -15.163 -0.922 -9.703  -0.35
22 C -19.810 -7.410 -8.886  -0.09
23 C -21.591 -2.158 -8.953  -0.08
24 C -13.927 -0.571 -9.107  -0.08
25 C -19.230 -6.234 -9.287  -0.10
26 C -14.283 -6.060 -12.203  -0.25
27 C -11.348 -3.037 -14.488  -0.12
28 C -20.802 -2.076 -11.571  -0.08
29 C -13.781 -3.751 -8.447  -0.15
30 C -9.614 -3.005 -12.993  -0.17
31 C -13.358 -4.843 -6.333  -0.11
32 C -18.473 -3.872 -13.786  -0.42
33 C -15.297 -5.713 -13.335  -0.56
34 C -20.447 -2.839 -9.322  -0.12
35 C -19.698 -5.582 -10.421  -0.35
36 C -13.408 0.712 -9.382  -0.12
37 C -15.294 1.266 -10.791  -0.09
38 C -11.121 -1.682 -14.800  -0.04
39 C -14.088 1.629 -10.116  -0.12
40 C -10.154 -0.970 -14.121  -0.27
41 C -15.452 -3.711 -6.773  -0.10
42 C -14.616 -4.411 -5.890  -0.09
43 C -9.931 0.523 -14.331  -0.05
44 C -15.850 0.070 -10.476  -0.12
45 H -23.240 -0.921 -9.609  0.09
46 H -12.417 -5.257 -12.906  0.05
47 H -21.126 -9.015 -9.512  0.08
48 H -16.461 -3.420 -6.469  0.08
49 H -14.908 -4.529 -4.831  0.10
50 H -11.907 -4.614 -7.860  0.09
51 H -16.860 -0.137 -10.741  0.08
52 H -13.389 -1.261 -8.477  0.08
53 H -17.318 -5.438 -14.709  0.12
54 H -20.428 -2.023 -12.613  0.10
55 H -21.043 -5.605 -12.110  0.11
56 H -10.542 1.080 -13.623  0.08
57 H -22.482 -0.759 -11.943  0.11
58 H -12.399 0.914 -9.010  0.10
59 H -15.817 1.912 -11.469  0.09
60 H -21.932 -2.096 -7.924  0.10
61 H -19.900 -3.484 -8.615  0.10
62 H -9.091 -3.578 -12.216  0.11
63 H -16.794 -3.756 -15.036  0.14
64 H -18.321 -5.849 -8.758  0.13
65 H -12.908 -6.775 -13.576  0.07
66 H -18.103 -1.456 -8.916  -0.04
67 H -12.625 -5.324 -5.697  0.09
68 H -12.240 -3.572 -14.929  0.13
69 H -8.901 0.782 -14.124  0.07
70 H -8.399 -1.216 -12.836  0.11
71 H -19.551 -7.796 -7.912  0.10
72 H -14.497 -7.073 -11.778  0.12
73 H -13.665 2.613 -10.349  0.09
74 H -13.438 -3.414 -9.433  0.10
75 H -11.656 -1.166 -15.600  0.11
76 H -22.054 -7.804 -11.411  0.10
77 H -14.359 -5.256 -11.438  0.06
78 H -10.214 0.881 -15.321  0.07

## Properties
Charge   -1

---

C5H8 | ωB97M-V/def2-TZVPD

Last column: Löwdin charge in e.
Element x y z (Å)
1 C 1.273 0.044 0.165  -0.29
2 C -1.755 0.250 -0.323  -0.12
3 C 0.371 -0.609 0.837  0.00
4 C -1.108 -0.503 0.845  -0.29
5 C 2.245 0.242 -0.803  0.00
6 H -1.381 1.279 -0.365  0.07
7 H -1.373 -0.021 1.798  0.11
8 H -1.522 -1.516 0.936  0.10
9 H 2.275 0.173 0.755  0.16
10 H -2.846 0.286 -0.223  0.07
11 H 2.405 -0.470 -1.611  0.07
12 H -1.522 -0.232 -1.280  0.07
13 H 2.938 1.075 -0.729  0.05

## Properties
ΔE to the lowest compared entry with this formula, charge and spin   111.54 kcal/mol

---

C4H9INO | ωB97M-V/def2-TZVPD

Last column: Löwdin charge in e.
Element x y z (Å)
1 I 0.274 1.504 2.612  1.03
2 O 2.028 -0.305 0.081  0.19
3 N 0.186 -1.732 0.488  0.08
4 C 0.326 1.444 0.513  -0.76
5 C 1.094 2.539 -0.226  -0.15
6 C 0.961 0.013 0.356  -0.32
7 C -1.169 -1.775 -0.126  -0.05
8 H -0.675 1.519 -0.020  0.12
9 H 0.489 3.589 -0.164  0.16
10 H -1.201 -1.179 -1.017  0.08
11 H 0.088 -1.884 1.482  0.13
12 H 1.252 2.395 -1.254  0.06
13 H 0.974 -2.019 -0.036  0.11
14 H -1.961 -1.676 0.716  0.14
15 H 2.171 2.735 -0.036  0.10
16 H -1.429 -2.798 -0.443  0.10

## Properties
Charge   +1
ΔE to the lowest compared entry with this formula, charge and spin   45.45 kcal/mol

---

Number 1: strongest force on any atom 0.7 eV Å⁻¹, energy -26747.541 eV. Number 2: strongest force on any atom 4.0 eV Å⁻¹, energy -70489.934 eV. Number 3: strongest force on any atom 0.5 eV Å⁻¹, energy -5309.330 eV. Number 4: strongest force on any atom 4.7 eV Å⁻¹, energy -15922.973 eV.